Entry 1:
C19H17F2NO6 in the gas phase in a non-equilibrium geometry. Source: the OMol25 dataset; level of theory: wB97M-V/def2-TZVPD.

## Properties
Lowest unoccupied orbital energy: 0.4 eV
Net charge: 0
SMILES: COc1ccc(C(=O)COC(=O)CNC(=O)c2cccc(OC(F)F)c2)cc1
Frontier orbital gap: 9.065 eV

```
45
Properties=species:S:1:pos:R:3:forces:R:3:nbo_charge:R:1
C -0.127 -3.476 0.101 0.33 0.04 -0.12 -0.268
H 0.068 -2.780 -0.720 0.00 -0.03 0.06 0.212
O -1.494 -3.453 0.460 -0.34 -0.04 0.08 -0.484
C -2.065 -2.267 0.739 -0.27 0.28 0.10 0.350
C -3.461 -2.263 0.858 0.26 -0.19 -0.04 -0.266
C -4.137 -1.091 1.089 0.13 0.29 -0.02 -0.150
C -3.448 0.122 1.196 0.11 -0.61 0.14 -0.145
C -2.055 0.102 1.152 -0.39 0.03 0.08 -0.186
C -1.368 -1.073 0.932 0.20 -0.32 0.01 -0.307
H -0.290 -1.056 0.908 0.10 -0.03 -0.03 0.224
H -1.490 1.005 1.330 0.07 0.13 -0.07 0.221
C -4.231 1.360 1.311 0.13 0.39 -0.27 0.543
O -5.294 1.442 1.878 0.02 0.05 -0.04 -0.524
C -3.647 2.586 0.591 -0.20 0.35 0.51 -0.190
H -4.454 3.300 0.401 0.12 -0.16 0.04 0.222
O -3.082 2.204 -0.662 -0.39 -0.07 -0.20 -0.491
C -1.786 2.390 -0.854 0.48 -0.05 -0.28 0.808
O -1.042 2.961 -0.097 -0.04 0.05 0.03 -0.620
C -1.308 1.749 -2.153 -0.10 -0.09 0.16 -0.335
N 0.076 1.377 -1.997 -0.05 0.45 0.00 -0.599
C 0.441 0.088 -1.790 0.11 0.04 -0.17 0.671
O -0.284 -0.856 -2.037 -0.04 -0.15 -0.09 -0.621
C 1.830 -0.092 -1.269 0.24 -0.20 0.22 -0.137
C 2.581 -1.177 -1.715 -0.17 0.05 -0.06 -0.187
C 3.848 -1.391 -1.211 -0.11 0.09 0.01 -0.191
C 4.380 -0.550 -0.246 0.13 0.03 0.12 -0.252
C 3.619 0.514 0.213 -0.01 0.05 0.01 0.271
C 2.348 0.749 -0.294 0.22 -0.03 0.06 -0.204
H 1.781 1.572 0.114 -0.11 0.12 0.04 0.230
O 4.030 1.421 1.194 -0.72 -0.25 -0.61 -0.495
C 5.225 1.303 1.780 0.97 0.50 0.99 0.792
F 5.394 0.117 2.416 -0.23 -0.24 0.07 -0.345
F 6.259 1.384 0.905 0.00 0.09 -0.33 -0.346
H 5.336 2.111 2.520 -0.14 -0.27 -0.30 0.138
H 5.370 -0.743 0.135 0.01 0.04 0.05 0.240
H 4.436 -2.224 -1.564 0.06 -0.07 -0.04 0.222
H 2.158 -1.834 -2.459 -0.05 -0.07 -0.06 0.234
H 0.685 2.112 -1.664 0.00 -0.16 -0.05 0.410
H -1.427 2.458 -2.978 -0.09 -0.07 0.10 0.229
H -1.889 0.847 -2.359 0.05 0.16 -0.02 0.266
H -2.879 3.061 1.214 -0.15 -0.07 -0.09 0.232
H -5.215 -1.080 1.158 -0.11 -0.02 0.00 0.228
H -3.985 -3.199 0.743 -0.07 -0.11 -0.03 0.227
H 0.074 -4.495 -0.223 0.03 0.06 0.04 0.198
H 0.517 -3.236 0.953 -0.03 -0.01 -0.01 0.172
```
Positions in Å, forces in eV/Å.


Entry 2:
A molecular structure, C19H17LiN5S5Se. Source: the OMol25 dataset; level of theory: wB97M-V/def2-TZVPD.

## Properties
Relative energy (zero: lowest compared OMol25 entry of this formula, charge and spin): 6.6 kcal per mole
Lowest unoccupied orbital energy: 0.7 eV
Net charge: -1
Frontier orbital gap: 4.478 eV

```
48
Properties=species:S:1:pos:R:3:forces:R:3:nbo_charge:R:1
Li 0.098 -0.048 0.895 0.02 0.34 0.11 0.768
C 2.564 -0.061 -2.738 -0.02 0.15 -0.06 -0.541
C 3.598 0.296 -1.674 -0.18 -0.13 0.05 -0.539
S 2.887 0.593 -0.027 0.06 0.06 0.12 0.216
C 3.217 2.352 0.243 -0.10 -0.13 -0.08 -0.539
C 2.340 3.311 -0.554 -0.17 0.02 0.08 -0.564
S 0.577 3.100 -0.151 0.04 -0.07 -0.07 0.186
C -0.203 2.699 -1.741 0.05 -0.11 0.10 -0.536
C 0.108 1.339 -2.359 0.15 0.21 -0.10 -0.543
S 1.618 1.342 -3.389 0.00 -0.05 0.06 0.139
H 1.865 -0.811 -2.363 0.02 -0.04 0.01 0.253
H 3.072 -0.480 -3.608 0.03 -0.07 0.03 0.218
H 4.175 1.173 -1.968 0.03 0.00 -0.01 0.214
H 4.283 -0.544 -1.551 0.05 0.02 -0.06 0.219
H 4.276 2.548 0.062 0.01 0.04 0.01 0.210
H 3.031 2.486 1.311 0.05 0.02 0.02 0.225
H 2.466 3.160 -1.624 0.03 0.01 0.00 0.241
H 2.614 4.339 -0.309 0.07 0.00 -0.03 0.209
H -0.011 3.512 -2.442 -0.04 0.00 -0.04 0.206
H -1.262 2.703 -1.478 -0.01 0.04 -0.04 0.261
H -0.718 1.055 -3.010 -0.06 -0.04 0.04 0.229
H 0.204 0.575 -1.593 -0.03 -0.05 -0.01 0.256
S -2.032 0.373 0.124 -0.19 -0.03 0.01 -0.544
C -2.287 -1.134 -0.717 0.08 -0.22 -0.07 -0.168
C -3.460 -1.291 -1.471 0.06 0.13 0.09 -0.179
C -3.767 -2.448 -2.168 -0.15 -0.08 -0.14 -0.188
C -4.994 -2.533 -2.917 0.16 0.02 0.13 0.306
N -5.981 -2.587 -3.506 0.02 0.01 0.00 -0.366
C -2.865 -3.522 -2.128 -0.05 -0.17 -0.11 -0.176
C -1.696 -3.390 -1.395 0.14 0.06 0.10 -0.190
C -1.360 -2.228 -0.681 -0.29 0.02 -0.15 -0.155
S 0.149 -2.205 0.199 0.00 -0.08 -0.14 -0.540
C -3.134 -4.749 -2.831 0.01 0.17 0.11 0.305
N -3.345 -5.736 -3.384 0.03 0.01 0.00 -0.366
H -4.157 -0.463 -1.502 0.00 0.00 0.01 0.222
H -1.001 -4.219 -1.366 -0.01 0.01 0.00 0.223
Se 2.376 -1.926 4.073 0.07 -0.06 -0.02 0.997
N 1.337 -1.482 5.442 -0.09 0.08 -0.07 -0.614
C 0.517 -0.557 4.980 -0.02 0.11 -0.11 0.064
C -0.523 0.094 5.710 -0.04 0.01 -0.01 -0.154
C -1.281 0.998 5.044 -0.07 0.00 0.20 -0.253
C -1.046 1.280 3.657 0.05 -0.04 -0.26 0.113
N -0.107 0.735 2.952 0.18 -0.10 0.02 -0.435
C 0.687 -0.175 3.595 0.08 -0.23 0.21 0.245
N 1.645 -0.797 2.940 0.04 0.09 0.04 -0.600
H -0.691 -0.154 6.749 0.00 0.01 -0.01 0.226
H -2.092 1.506 5.548 0.00 0.02 -0.05 0.222
H -1.691 1.970 3.121 -0.03 -0.01 0.09 0.216
```
Positions in Å, forces in eV/Å.


Entry 3:
C19H17N3O3S in the gas phase in a non-equilibrium geometry. Source: the OMol25 dataset; level of theory: wB97M-V/def2-TZVPD.

## Properties
Relative energy (zero: lowest compared OMol25 entry of this formula, charge and spin): 12.4 kcal per mole
Lowest unoccupied orbital energy: 0.4 eV
Net charge: 0
SMILES: O=C(NCc1cccnc1)c1ccc(NS(=O)(=O)c2ccccc2)cc1
Frontier orbital gap: 9.190 eV

```
43
Properties=species:S:1:pos:R:3:forces:R:3:nbo_charge:R:1
O 2.540 1.361 -1.779 -0.02 0.04 -0.29 -0.629
C 2.333 0.954 -0.651 -0.01 0.03 0.25 0.662
N 3.218 1.142 0.360 0.09 0.03 0.29 -0.603
H 3.022 0.771 1.274 -0.09 0.04 -0.10 0.396
C 4.525 1.724 0.139 0.08 0.00 -0.13 -0.250
C 5.595 0.665 0.143 0.12 -0.02 0.01 -0.080
C 6.549 0.581 1.150 -0.32 0.22 -0.20 0.029
N 7.480 -0.355 1.202 0.40 -0.11 0.37 -0.413
C 7.506 -1.265 0.245 0.01 -0.16 -0.16 0.032
C 6.604 -1.283 -0.810 -0.10 0.10 0.01 -0.249
C 5.630 -0.301 -0.858 0.13 0.00 0.12 -0.165
H 4.904 -0.271 -1.658 -0.08 0.00 -0.10 0.231
H 6.663 -2.045 -1.572 0.03 -0.07 -0.05 0.221
H 8.285 -2.010 0.331 0.03 -0.10 -0.08 0.192
H 6.571 1.306 1.956 -0.09 0.13 0.04 0.187
H 4.480 2.208 -0.841 0.03 0.04 0.23 0.250
H 4.725 2.475 0.909 0.00 -0.03 -0.12 0.204
C 1.073 0.256 -0.271 -0.28 -0.16 -0.12 -0.175
C -0.072 0.535 -1.014 0.21 0.01 0.11 -0.153
C -1.277 -0.069 -0.724 0.09 -0.05 0.04 -0.208
C -1.358 -0.994 0.316 0.55 0.49 -0.35 0.168
C -0.206 -1.305 1.039 -0.28 -0.09 0.03 -0.263
C 0.993 -0.687 0.750 -0.02 0.16 -0.15 -0.161
H 1.872 -0.976 1.310 0.06 -0.02 0.05 0.210
H -0.258 -2.043 1.828 0.01 -0.08 0.09 0.211
N -2.563 -1.582 0.644 -0.96 -0.31 -0.18 -0.858
S -4.007 -1.480 -0.210 0.34 -0.21 0.46 2.309
O -4.873 -2.380 0.489 0.03 0.13 0.22 -0.930
O -3.785 -1.670 -1.610 0.11 0.38 0.08 -0.918
C -4.512 0.206 0.096 0.18 -0.50 -0.24 -0.258
C -4.680 0.617 1.403 -0.06 0.06 0.19 -0.206
C -5.070 1.923 1.653 0.03 -0.13 0.03 -0.206
C -5.287 2.793 0.595 -0.01 0.03 -0.07 -0.182
C -5.123 2.364 -0.713 -0.02 0.00 0.03 -0.207
C -4.733 1.059 -0.967 0.00 -0.05 -0.18 -0.216
H -4.601 0.687 -1.971 0.02 0.03 -0.14 0.246
H -5.299 3.044 -1.533 -0.01 0.04 -0.07 0.224
H -5.590 3.810 0.792 -0.02 0.08 0.02 0.220
H -5.205 2.261 2.668 -0.01 0.01 0.08 0.222
H -4.514 -0.087 2.202 0.02 -0.02 0.17 0.233
H -2.556 -2.296 1.354 -0.23 -0.11 0.02 0.426
H -2.152 0.144 -1.313 0.02 0.11 -0.12 0.217
H 0.006 1.241 -1.826 0.00 0.05 -0.08 0.239
```
Positions in Å, forces in eV/Å.


Entry 4:
C19H17N3O5S in the gas phase. Source: the OMol25 dataset; level of theory: wB97M-V/def2-TZVPD.

## Properties
Relative energy (zero: lowest compared OMol25 entry of this formula, charge and spin): 5.3 kcal per mole
Lowest unoccupied orbital energy: -0.8 eV
Net charge: 0
SMILES: CCOC(=O)c1cc(C#N)c(SCC(=O)Nc2ccc(C(C)=O)cc2)[nH]c1=O
Frontier orbital gap: 8.149 eV

```
45
Properties=species:S:1:pos:R:3:forces:R:3:nbo_charge:R:1
C 5.650 3.062 0.380 -0.33 -0.21 -0.15 -0.634
C 4.481 2.886 -0.579 0.15 0.61 0.13 -0.075
H 4.812 2.936 -1.617 -0.09 -0.02 0.12 0.194
H 3.714 3.645 -0.389 0.13 -0.12 -0.13 0.198
O 3.897 1.591 -0.443 0.03 -0.25 -0.14 -0.474
C 3.003 1.424 0.516 -0.24 0.09 0.23 0.789
O 2.602 2.296 1.251 0.05 0.02 -0.02 -0.608
C 2.489 0.024 0.587 -0.17 0.22 0.16 -0.261
C 1.360 -0.196 1.316 0.42 0.08 -0.25 -0.034
C 0.780 -1.486 1.420 0.69 -0.20 -0.51 -0.311
C 1.392 -2.519 0.747 -0.47 -0.30 0.36 0.180
N 2.520 -2.304 0.063 0.14 -0.08 -0.11 -0.562
C 3.180 -1.063 -0.090 -0.14 -0.23 0.05 0.639
O 4.210 -1.039 -0.714 0.26 -0.08 -0.16 -0.565
H 2.965 -3.077 -0.423 -0.06 0.15 0.12 0.434
S 0.702 -4.163 0.726 0.20 0.10 -0.09 0.265
C 0.100 -4.122 -1.011 0.31 0.15 0.20 -0.604
C -0.524 -2.753 -1.253 0.07 -0.46 -0.14 0.665
O 0.046 -1.923 -1.927 0.06 0.12 -0.12 -0.593
N -1.693 -2.579 -0.593 -0.43 -0.17 0.13 -0.602
C -2.454 -1.412 -0.458 -0.13 0.38 -0.08 0.155
C -3.606 -1.482 0.324 0.02 0.07 -0.11 -0.223
C -4.385 -0.362 0.504 0.04 0.07 -0.08 -0.137
C -4.036 0.857 -0.082 0.09 -0.44 0.04 -0.191
C -2.881 0.917 -0.857 -0.36 0.02 0.25 -0.174
C -2.097 -0.204 -1.050 0.29 -0.12 -0.13 -0.212
H -1.209 -0.146 -1.657 0.00 -0.01 -0.01 0.247
H -2.580 1.840 -1.328 0.02 0.11 -0.04 0.217
C -4.929 2.021 0.156 0.05 0.26 -0.10 0.579
O -5.988 1.893 0.730 0.00 0.01 0.02 -0.539
C -4.456 3.363 -0.346 -0.28 0.09 0.14 -0.718
H -4.389 3.350 -1.432 0.08 0.02 -0.11 0.230
H -5.166 4.128 -0.043 -0.01 -0.02 0.00 0.240
H -3.475 3.595 0.062 0.12 0.03 -0.03 0.230
H -5.280 -0.403 1.106 -0.06 -0.01 0.04 0.242
H -3.878 -2.414 0.797 -0.02 -0.10 0.08 0.215
H -2.034 -3.357 -0.041 0.20 0.11 -0.08 0.410
H -0.615 -4.939 -1.094 -0.02 -0.04 -0.01 0.247
H 0.932 -4.279 -1.696 -0.20 0.08 -0.03 0.246
C -0.425 -1.694 2.122 -0.29 -0.11 0.15 0.288
N -1.420 -1.867 2.664 -0.36 -0.04 0.31 -0.308
H 0.885 0.639 1.812 0.04 0.08 0.02 0.259
H 6.375 2.266 0.229 0.10 -0.03 -0.01 0.216
H 5.297 3.031 1.408 0.01 0.03 0.07 0.221
H 6.129 4.020 0.200 0.07 0.11 0.00 0.216
```
Positions in Å, forces in eV/Å.


Entry 5:
A molecular structure, C19H17N7PdS in a non-equilibrium geometry. Source: the OMol25 dataset; level of theory: wB97M-V/def2-TZVPD.

## Properties
Relative energy (zero: lowest compared OMol25 entry of this formula, charge and spin): 37.9 kcal per mole
Lowest unoccupied orbital energy (alpha / beta): 0.1 / -1.2 eV
Net charge: 0
2S+1: 3
Expectation value of S²: 2.051
Frontier orbital gap (alpha / beta): 6.678 / 6.344 eV

```
45
Properties=species:S:1:pos:R:3:forces:R:3:nbo_charge:R:1
Pd 0.127 0.364 -0.106 0.43 0.80 0.25 0.668
N 2.427 3.622 1.755 -0.33 0.18 -0.10 -0.497
C 3.424 2.753 2.096 0.32 -0.36 0.08 -0.095
C 3.124 1.570 1.481 0.23 0.33 0.20 -0.066
N 1.975 1.703 0.786 -0.61 0.70 -0.28 -0.440
C 1.557 2.947 0.956 0.64 -0.58 0.12 0.292
C 0.311 3.431 0.416 -0.67 0.05 -0.55 0.299
N -0.410 2.750 -0.462 0.87 0.28 0.23 -0.469
C -1.551 3.450 -0.654 -0.11 0.44 0.22 -0.068
C -1.535 4.580 0.116 -0.41 -0.09 -0.34 -0.083
N -0.344 4.568 0.781 0.35 -0.14 0.24 -0.502
H 2.374 4.585 2.043 0.00 -0.11 -0.05 0.416
H 4.232 3.030 2.740 0.16 0.11 0.12 0.223
H 3.654 0.638 1.502 0.13 -0.11 0.10 0.221
H -2.312 3.101 -1.323 -0.17 -0.01 -0.05 0.219
H -2.257 5.358 0.250 -0.10 0.18 0.02 0.221
H -0.069 5.234 1.485 -0.02 -0.12 -0.08 0.417
C 1.595 0.479 -1.822 0.20 -0.15 -0.58 -0.422
C 0.603 -0.482 -2.063 -0.07 -0.29 -0.43 -0.177
C -0.669 -0.124 -2.636 0.21 0.03 -0.30 -0.190
C -1.634 -1.068 -2.855 0.00 -0.20 -0.08 -0.164
C -1.405 -2.417 -2.525 0.75 0.90 0.09 -0.203
C -0.179 -2.791 -1.936 0.09 -0.04 -0.09 -0.182
C 0.796 -1.863 -1.704 0.01 -0.01 -0.18 -0.149
C -2.421 -3.360 -2.729 -0.51 -0.58 -0.08 0.273
N -3.270 -4.125 -2.864 -0.16 -0.16 -0.04 -0.323
H 1.512 1.465 -2.262 -0.11 -0.01 0.15 0.219
H 2.590 0.166 -1.528 -0.14 -0.01 0.12 0.212
H -0.829 0.908 -2.930 0.00 -0.08 0.10 0.227
H -2.589 -0.792 -3.280 -0.01 0.04 -0.03 0.226
H -0.025 -3.824 -1.658 0.01 -0.06 -0.01 0.227
H 1.748 -2.153 -1.272 -0.11 0.01 0.01 0.217
C 0.338 -3.985 2.458 -0.01 -0.02 -0.02 -0.647
C -0.453 -2.909 1.788 -0.19 0.25 -0.02 0.261
C -1.566 -3.188 0.984 -0.13 0.23 -0.21 -0.338
C -2.157 -2.114 0.337 0.00 -0.60 0.21 0.080
N -1.805 -0.858 0.576 -0.16 0.14 0.00 -0.508
C -0.819 -0.680 1.492 -0.88 -0.02 0.96 0.138
S -0.686 0.900 2.174 0.03 0.24 0.04 -0.162
N -0.080 -1.664 2.021 0.44 -0.70 0.30 -0.479
H -0.332 -4.647 3.003 -0.01 -0.14 0.06 0.223
H 1.045 -3.536 3.150 0.02 -0.02 -0.01 0.236
H 0.877 -4.581 1.724 0.05 -0.10 -0.05 0.221
H -1.938 -4.192 0.856 -0.02 -0.10 -0.05 0.225
H -2.974 -2.250 -0.362 0.00 -0.10 0.02 0.204
```
Positions in Å, forces in eV/Å.